Entry from OMol25: a molecular structure, C2H7O2P in a non-equilibrium geometry (wB97M-V/def2-TZVPD).

Each line ends with the natural charge from an NBO analysis.
Atoms and positions in Å:
C 0.35675 0.99696 1.20061  -1.00
C -0.22696 -1.13961 -1.49117  -0.17
O -1.63283 -0.90657 1.21725  -1.09
O -0.31705 -2.40857 -1.00751  -0.73
P -1.02917 0.13777 0.36099  1.47
H 1.15658 1.07167 0.46194  0.25
H -0.01012 1.96498 1.49257  0.24
H 0.56749 0.37833 2.15081  0.27
H -0.87840 -0.77899 -2.30823  0.17
H 0.73696 -0.82085 -1.79134  0.15
H -0.21930 -2.47591 0.03976  0.51
H -1.93134 1.11257 -0.25928  -0.08

Summary:
energy above the lowest of the compared OMol25 structures with the same formula, charge and spin: 52.5 kcal/mol
HOMO: -8.88 eV
orbital gap: 9.73 eV
E_LUMO: 0.031 hartree

Entry from OMol25: 6 unconnected molecules or ions with the total composition C10H34NO10 in a non-equilibrium geometry (wB97M-V/def2-TZVPD).

Each line ends with the natural charge from an NBO analysis.
Atoms and positions in Å:
N -10.41851 -6.17966 6.73460  -0.94
H -10.19704 -6.21255 5.71703  0.45
H -11.43856 -5.97055 6.89484  0.46
H -9.83968 -5.43013 7.17386  0.45
H -10.16993 -7.08405 7.16289  0.44
C -10.09961 -9.73081 8.03057  -0.09
C -11.47015 -9.48920 8.59838  -0.10
O -12.21580 -8.59320 7.74952  -0.75
O -9.31105 -8.52806 8.18856  -0.74
H -10.17175 -9.98216 6.96952  0.18
H -9.63891 -10.54380 8.59943  0.19
H -11.37456 -9.09433 9.61268  0.19
H -11.94612 -10.47726 8.64647  0.19
H -13.10615 -8.94024 7.64823  0.48
H -8.61118 -8.53338 7.52208  0.48
C -8.94899 -6.64179 3.39630  -0.10
C -7.73548 -6.63524 4.22275  -0.10
O -8.00184 -7.30354 5.46939  -0.76
O -9.95794 -5.78673 3.96823  -0.74
H -9.32455 -7.67359 3.31823  0.18
H -8.70058 -6.36326 2.36528  0.20
H -7.36904 -5.62147 4.41225  0.18
H -6.94354 -7.17626 3.69378  0.19
H -7.16936 -7.31836 5.95500  0.48
H -10.74528 -5.85532 3.41229  0.50
C -13.64924 -5.49060 8.46614  -0.10
C -15.14811 -5.37424 8.38803  -0.10
O -15.75472 -6.58115 7.89946  -0.73
O -13.07075 -5.40763 7.17305  -0.74
H -13.35559 -6.43567 8.94098  0.17
H -13.28729 -4.66730 9.08476  0.19
H -15.39055 -4.62875 7.62659  0.20
H -15.57792 -5.06425 9.34295  0.18
H -15.67919 -7.26559 8.57445  0.47
H -13.58353 -5.99198 6.59280  0.49
C -8.91841 -1.53965 6.49484  -0.10
C -8.54026 -2.94654 6.15740  -0.09
O -8.91665 -3.81283 7.23164  -0.77
O -8.24688 -1.10362 7.65445  -0.71
H -9.98978 -1.53344 6.70338  0.19
H -8.76458 -0.85578 5.65472  0.18
H -7.45693 -3.05745 5.98159  0.16
H -9.02576 -3.28306 5.23861  0.20
H -8.68229 -3.37123 8.06090  0.50
H -7.31486 -1.01010 7.41943  0.47
C -12.68490 -8.49138 4.39155  -0.09
C -13.86525 -9.39688 4.61467  -0.09
O -14.85962 -9.26480 3.61684  -0.71
O -12.97193 -7.11909 4.69036  -0.75
H -12.34144 -8.58723 3.35650  0.16
H -11.90258 -8.80676 5.08763  0.19
H -14.34277 -9.14830 5.55858  0.18
H -13.46646 -10.42283 4.63342  0.17
H -14.50023 -9.53891 2.76732  0.47
H -13.91347 -6.98512 4.50385  0.48

Summary:
total charge: +1
energy above the lowest of the compared OMol25 structures with the same formula, charge and spin: 0.0 kcal/mol
HOMO: -12.96 eV
orbital gap: 10.89 eV
E_LUMO: -0.076 hartree

Entry from OMol25: C21H26N2O4S in the gas phase (wB97M-V/def2-TZVPD).

Each line ends with the natural charge from an NBO analysis.
Atoms and positions in Å:
C 0.42752 3.12088 5.04149  -0.60
C 0.49058 1.65724 4.62296  -0.50
C 0.83997 1.53625 3.14748  0.69
O 1.11411 2.50072 2.45901  -0.62
N 0.81304 0.28937 2.61282  -0.46
C 0.73025 -0.97334 3.31256  -0.23
C 2.06031 -1.71972 3.15860  -0.43
C 2.40778 -1.83984 1.66011  -0.23
N 1.42960 -1.17915 0.81843  -0.69
S 0.16156 -2.13593 0.24949  2.32
O -1.05927 -1.96319 0.98866  -0.94
O 0.69002 -3.46903 0.17807  -0.94
C -0.06778 -1.54894 -1.41923  -0.33
C -1.33751 -1.28572 -1.88889  -0.18
C -1.50269 -0.87602 -3.20157  -0.17
C -0.40654 -0.73762 -4.04334  -0.01
C -0.57262 -0.29647 -5.46561  -0.63
C 0.86416 -1.02839 -3.55067  -0.22
C 1.03642 -1.43907 -2.24314  -0.17
C 1.18479 0.18884 1.19776  0.12
C 0.16250 0.83182 0.29493  -0.09
C -1.18430 0.88518 0.63087  -0.17
C -2.09615 1.44532 -0.23680  -0.26
C -1.68380 1.97204 -1.46116  0.31
O -2.66817 2.47020 -2.25845  -0.50
C -2.30852 3.02754 -3.49928  -0.25
C -0.33189 1.95327 -1.78396  -0.27
C 0.57448 1.38860 -0.90582  -0.17
H 0.19101 3.20393 6.09967  0.20
H 1.38122 3.60517 4.85058  0.22
H -0.33198 3.64166 4.46493  0.22
H -0.47359 1.17623 4.80041  0.22
H 1.25081 1.13849 5.21257  0.22
H 0.51036 -0.80563 4.36457  0.22
H -0.07936 -1.56704 2.87660  0.23
H 1.97504 -2.70491 3.61555  0.22
H 2.84277 -1.16407 3.67927  0.20
H 3.38383 -1.38920 1.45048  0.20
H 2.42335 -2.88014 1.33827  0.25
H -2.17507 -1.39707 -1.21995  0.25
H -2.49468 -0.66250 -3.57155  0.21
H -1.60287 -0.01888 -5.67252  0.22
H 0.07343 0.55344 -5.68054  0.22
H -0.29149 -1.10223 -6.14261  0.23
H 1.71978 -0.93277 -4.20316  0.21
H 2.01136 -1.67359 -1.84689  0.23
H 2.13741 0.73533 1.07234  0.22
H -1.52189 0.47713 1.56948  0.23
H -3.14501 1.48650 0.01040  0.22
H -1.65354 3.89563 -3.37521  0.18
H -1.81729 2.29042 -4.14236  0.17
H -3.24214 3.34611 -3.96075  0.20
H 0.02828 2.37400 -2.70903  0.21
H 1.62315 1.38188 -1.16375  0.21

Summary:
energy above the lowest of the compared OMol25 structures with the same formula, charge and spin: 19.1 kcal/mol
SMILES: CCC(=O)N1CCCN(S(=O)(=O)c2ccc(C)cc2)[C@H]1c1ccc(OC)cc1
HOMO: -8.23 eV
orbital gap: 8.88 eV
E_LUMO: 0.024 hartree

Entry from OMol25: a molecular structure, C20H29AlBN9Se3Te in a non-equilibrium geometry (wB97M-V/def2-TZVPD).

Each line ends with the natural charge from an NBO analysis.
Atoms and positions in Å:
Al 8.13651 8.69322 13.24413  1.67
C 8.90406 5.37516 13.66951  -0.66
C 9.58092 6.22133 12.62698  0.27
C 10.36918 5.72044 11.59681  -0.36
C 10.78056 6.85498 10.91107  0.04
N 10.21744 7.92400 11.47761  -0.33
N 9.47345 7.55377 12.58165  -0.51
B 10.97540 9.27633 11.63682  0.96
N 12.02796 9.09414 12.74889  -0.39
C 12.65233 7.99529 13.27078  -0.02
C 13.27454 8.41054 14.45208  -0.35
C 13.03376 9.81720 14.50562  0.13
C 13.36198 10.84248 15.52158  -0.63
N 12.24466 10.20260 13.51370  -0.28
N 10.08282 10.46961 11.97703  -0.35
C 10.26628 11.76022 11.65329  0.07
C 9.47917 12.54058 12.46633  -0.36
C 8.74881 11.64358 13.24116  0.25
C 7.73383 11.98431 14.28203  -0.65
N 9.18248 10.41226 13.03715  -0.45
N 11.54817 9.63224 10.25895  -0.38
C 12.79987 9.96185 9.86382  -0.03
C 12.70772 10.32090 8.54068  -0.37
C 11.30797 10.19277 8.22707  0.13
C 10.54393 10.45569 6.98868  -0.64
N 10.65011 9.77819 9.27188  -0.28
H 8.28148 4.61811 13.16224  0.23
H 8.29373 5.96030 14.32708  0.26
H 9.68994 4.87105 14.22886  0.23
H 10.62897 4.67574 11.34084  0.24
H 11.43146 6.99524 10.07275  0.24
H 12.43953 7.02810 12.80266  0.22
H 13.91544 7.83017 15.03399  0.21
H 12.59960 10.94853 16.35884  0.22
H 13.43025 11.80738 15.06226  0.22
H 14.29952 10.64362 16.04438  0.20
H 10.85742 12.01112 10.78534  0.23
H 9.34813 13.62608 12.33436  0.23
H 7.01712 12.61206 13.83436  0.23
H 8.26917 12.40880 15.09764  0.23
H 7.22482 11.10567 14.66290  0.26
H 13.65638 9.88875 10.52102  0.23
H 13.47153 10.57952 7.81842  0.22
H 11.05444 11.04285 6.28611  0.21
H 9.59191 10.90740 7.26257  0.23
H 10.35049 9.51875 6.46857  0.21
Se 8.22475 8.21164 15.63114  -0.26
Se 10.41330 7.80700 15.75222  -0.26
Te 4.37790 9.04104 14.57320  -0.60
Se 5.87457 7.50410 13.16904  0.18
C 7.30456 9.77519 9.92880  -0.58
C 6.21325 9.07879 10.74139  0.09
C 5.74310 7.87977 9.96153  -0.62
C 5.06088 10.06581 10.96546  -0.63
N 6.81612 8.64789 12.02868  -1.21
H 6.78656 10.20075 8.98230  0.19
H 8.07523 9.13696 9.64198  0.22
H 7.75813 10.62198 10.48992  0.21
H 5.27788 8.13332 9.00367  0.20
H 5.00059 7.26650 10.48079  0.22
H 6.59347 7.22920 9.70772  0.20
H 4.72815 10.56402 10.02421  0.19
H 5.31943 10.82453 11.74462  0.22
H 4.19921 9.55989 11.41871  0.23

Summary:
total charge: -1
energy above the lowest of the compared OMol25 structures with the same formula, charge and spin: 0.0 kcal/mol
HOMO (alpha / beta): -3.38 / -3.37 eV
2S+1: 2
orbital gap (alpha / beta): 5.84 / 4.82 eV
E_LUMO (alpha / beta): 0.090 / 0.053 hartree

Entry from OMol25: C2H6N2O in the gas phase in a non-equilibrium geometry (wB97M-V/def2-TZVPD).

Each line ends with the natural charge from an NBO analysis.
Atoms and positions in Å:
C 1.14389 0.41607 1.01410  -0.38
N -0.21861 0.18881 0.78659  -0.68
C -0.23397 -0.61064 -0.43012  0.76
N -1.28246 -0.17028 -1.26560  -0.85
O 0.09356 -1.78313 -0.40227  -0.58
H 1.65664 -0.52921 1.17170  0.22
H 1.35993 1.15970 1.78101  0.22
H 1.42397 0.40199 -0.28328  0.12
H -0.80208 1.00990 0.79116  0.36
H -1.59688 -0.88743 -1.90793  0.41
H -1.54398 0.80422 -1.25536  0.40

Summary:
energy above the lowest of the compared OMol25 structures with the same formula, charge and spin: 61.5 kcal/mol
SMILES: CNC(N)=O
HOMO: -9.01 eV
orbital gap: 9.58 eV
E_LUMO: 0.021 hartree

Entry from OMol25: a molecular structure, C18H25AsBCrF6N3O9S2Sb (wB97M-V/def2-TZVPD).

Each line ends with the natural charge from an NBO analysis.
Atoms and positions in Å:
Cr -0.30273 -0.33875 0.35389  1.53
O -0.65666 -2.51358 3.24014  -1.03
As -1.65887 -1.07227 3.24475  2.44
O -1.85465 -0.57758 4.78137  -1.15
O -0.98885 0.04790 2.17994  -1.24
C -3.40270 -1.67227 2.58860  -0.43
C -4.32723 -1.78560 3.61985  -0.19
C -5.62223 -2.22464 3.37491  -0.20
C -6.01029 -2.55773 2.09130  -0.21
C -5.10543 -2.44622 1.04568  -0.20
C -3.81303 -2.00346 1.29101  -0.25
S -2.77923 -1.86440 -0.14620  2.41
O -3.48721 -2.37735 -1.27232  -0.92
O -1.54296 -2.61963 0.25850  -1.05
O -2.35255 -0.45586 -0.25185  -0.99
H -0.35795 -2.75012 2.34809  0.51
H -4.00109 -1.51136 4.61571  0.26
H -6.32583 -2.30589 4.19422  0.21
H -7.01658 -2.90507 1.89428  0.21
H -5.38330 -2.70099 0.03292  0.25
F 0.13119 -1.34799 -1.35703  -0.71
Sb 0.18536 -3.36275 -0.87258  3.08
F -0.08145 -3.25710 -2.76301  -0.67
F 0.73275 -2.28996 0.74439  -0.71
F 2.01097 -3.41090 -1.38365  -0.68
F 0.71547 -4.71680 0.36104  -0.68
F -1.16461 -4.67984 -1.16711  -0.67
C -0.41071 2.64306 -4.58400  -0.63
C 0.18294 1.86100 -3.42804  0.25
C 0.42360 0.41540 -3.83278  -0.64
O -0.78179 1.86032 -2.34198  -0.70
B -0.05540 1.89321 -1.18932  1.14
O 1.27212 2.17949 -1.35663  -0.70
C 1.42790 2.52760 -2.75718  0.25
C 1.39741 4.04961 -2.82742  -0.63
C 2.76053 1.99620 -3.24303  -0.63
H -1.26756 2.09606 -4.97724  0.23
H 0.32333 2.75262 -5.38505  0.21
H -0.74759 3.63030 -4.27344  0.21
H -0.53400 -0.05561 -4.05220  0.24
H 0.88394 -0.16054 -3.03285  0.25
H 1.05253 0.36518 -4.72377  0.20
H 0.43739 4.43716 -2.48294  0.21
H 1.57356 4.40340 -3.84398  0.21
H 2.17830 4.44576 -2.17808  0.22
H 2.85153 0.92925 -3.05039  0.23
H 3.56750 2.51320 -2.72218  0.21
H 2.87157 2.17364 -4.31479  0.21
O 1.55605 0.19058 0.89679  -1.01
S 2.03191 -0.34852 2.25409  1.27
C 3.20305 0.92926 2.74285  -0.59
C 4.40853 0.73008 1.83493  -0.42
C 4.70634 -0.76862 1.90950  -0.41
C 3.36457 -1.50201 1.80326  -0.60
H 3.44488 0.75508 3.79420  0.23
H 2.68421 1.88065 2.64204  0.25
H 5.25632 1.33529 2.15789  0.22
H 4.14389 1.02119 0.81709  0.23
H 5.18312 -0.99436 2.86607  0.20
H 5.38285 -1.09514 1.12012  0.23
H 3.27674 -2.38498 2.43385  0.25
H 3.10732 -1.78713 0.78381  0.27
N -1.14475 4.15585 3.76039  -0.38
C -1.51964 3.56079 2.84900  0.43
N -2.04279 2.90893 1.79295  -0.55
C -1.31409 2.35557 0.96644  0.84
N -0.67587 1.80141 0.12521  -0.72

Summary:
total charge: -1
energy above the lowest of the compared OMol25 structures with the same formula, charge and spin: 0.0 kcal/mol
HOMO (alpha / beta): -5.71 / -4.44 eV
2S+1: 3
orbital gap (alpha / beta): 7.83 / 6.56 eV
E_LUMO (alpha / beta): 0.078 / 0.078 hartree

Entry from OMol25: C5H8FNO in the gas phase in a non-equilibrium geometry (wB97M-V/def2-TZVPD).

Each line ends with the natural charge from an NBO analysis.
Atoms and positions in Å:
C 3.33761 -0.78146 0.01965  -0.25
O 2.27911 0.21399 -0.15327  -0.39
N 1.03297 -0.37821 -0.05938  -0.13
C -0.04536 0.29258 -0.22335  -0.01
C -1.31304 -0.41543 0.00790  0.32
F -1.19254 -1.71248 0.35362  -0.31
C -2.56906 0.05412 -0.77938  -0.45
C -2.41146 0.37400 0.73634  -0.44
H 4.05583 -0.40524 0.83869  0.18
H 3.93212 -0.67412 -0.93312  0.19
H 3.04964 -1.74720 0.25020  0.20
H -0.07272 1.40163 -0.62168  0.18
H -3.27428 -0.74062 -0.93258  0.22
H -2.59166 0.76950 -1.54716  0.22
H -2.23090 1.38027 0.78340  0.22
H -3.13992 -0.23137 1.37874  0.24

Summary:
energy above the lowest of the compared OMol25 structures with the same formula, charge and spin: 109.4 kcal/mol
SMILES: CO/N=C/C1(F)CC1
HOMO: -9.06 eV
orbital gap: 10.15 eV
E_LUMO: 0.040 hartree